(1)
Below is a structure of composition C36H26ClNO2PPdSTe at a distorted geometry, with properties calculated with ωB97M-V with the def2-TZVPD basis set.

Last column: Löwdin charge in e.
Positions of all 70 atoms, in Å:
Pd (0.672, -0.821, 0.665)  0.48
Cl (-4.706, -6.555, -3.429)  0.72
C (-3.501, -5.611, -2.636)  -0.65
C (-2.289, -6.200, -2.300)  -0.08
C (-1.325, -5.443, -1.661)  0.00
C (-1.573, -4.103, -1.370)  -0.14
C (-2.794, -3.524, -1.715)  0.01
C (-3.764, -4.278, -2.345)  -0.08
C (-0.570, -3.260, -0.699)  -0.51
O (-0.732, -2.043, -0.565)  -0.09
O (0.494, -3.923, -0.256)  -0.38
H (-2.111, -7.239, -2.538)  0.11
H (-0.380, -5.891, -1.390)  0.12
H (-2.976, -2.484, -1.480)  0.12
H (-4.718, -3.848, -2.612)  0.11
N (2.835, 2.002, 7.097)  0.17
C (2.525, 1.544, 6.090)  -0.18
C (2.136, 0.974, 4.829)  -0.23
C (3.095, 0.720, 3.853)  -0.02
C (2.712, 0.184, 2.633)  -0.15
C (1.373, -0.092, 2.371)  -0.36
C (0.423, 0.132, 3.363)  -0.12
C (0.800, 0.667, 4.586)  -0.01
H (4.135, 0.945, 4.051)  0.13
H (3.469, 0.000, 1.879)  0.10
H (-0.620, -0.110, 3.195)  0.09
H (0.061, 0.850, 5.355)  0.13
Te (1.801, -3.057, 0.999)  1.61
C (3.338, -2.694, -0.314)  -0.91
C (3.435, -1.731, -1.292)  -0.21
C (4.640, -1.827, -2.016)  -0.16
C (5.428, -2.859, -1.580)  -0.38
S (4.717, -3.722, -0.306)  0.99
H (2.666, -0.991, -1.477)  0.09
H (4.921, -1.162, -2.819)  0.11
H (6.405, -3.135, -1.944)  0.08
C (-4.765, 1.151, 1.012)  -0.07
C (-4.335, 0.937, -0.289)  -0.07
C (-2.982, 0.990, -0.595)  -0.07
C (-2.053, 1.262, 0.405)  -0.35
C (-2.489, 1.479, 1.712)  -0.10
C (-3.840, 1.425, 2.012)  -0.06
P (-0.274, 1.252, 0.057)  1.06
C (0.339, 2.814, 0.734)  -0.36
C (1.658, 2.925, 1.160)  -0.08
C (2.137, 4.131, 1.651)  -0.06
C (1.297, 5.233, 1.720)  -0.06
C (-0.020, 5.132, 1.291)  -0.06
C (-0.499, 3.929, 0.800)  -0.09
C (-0.105, 1.442, -1.749)  -0.34
C (-0.136, 0.320, -2.579)  -0.11
C (-0.023, 0.459, -3.955)  -0.07
C (0.126, 1.718, -4.517)  -0.07
C (0.164, 2.838, -3.699)  -0.06
C (0.052, 2.703, -2.324)  -0.06
H (-5.820, 1.114, 1.247)  0.11
H (-5.055, 0.737, -1.073)  0.11
H (-2.655, 0.828, -1.614)  0.10
H (-1.775, 1.717, 2.491)  0.10
H (-4.174, 1.607, 3.025)  0.11
H (2.313, 2.069, 1.106)  0.08
H (3.163, 4.207, 1.985)  0.11
H (1.668, 6.172, 2.109)  0.11
H (-0.676, 5.991, 1.344)  0.11
H (-1.531, 3.853, 0.480)  0.11
H (-0.272, -0.665, -2.157)  0.07
H (-0.055, -0.419, -4.587)  0.11
H (0.214, 1.827, -5.590)  0.11
H (0.284, 3.822, -4.132)  0.11
H (0.097, 3.586, -1.701)  0.10

Summary:
LUMO level: -3.79 eV
HOMO-LUMO gap: 7.55 eV
Net charge: +1

=====

(2)
Below is a structure of composition C28H57O18Zn at a distorted geometry, with properties calculated with ωB97M-V with the def2-TZVPD basis set.

Last column: Löwdin charge in e.
Positions of all 104 atoms, in Å:
Zn (4.760, -2.307, -0.729)  0.67
C (-0.184, 1.173, -0.236)  -0.08
O (0.957, 0.336, -0.489)  0.04
H (0.043, 2.239, -0.271)  0.11
H (-1.003, 0.982, -0.930)  0.09
H (-0.545, 0.999, 0.777)  0.14
C (-0.558, -7.669, -0.425)  -0.02
O (0.327, -8.302, 0.548)  -0.01
C (1.558, -7.762, 0.760)  -0.54
O (2.001, -6.765, 0.251)  0.12
O (2.256, -8.501, 1.685)  -0.01
C (2.127, -9.842, 1.919)  -0.10
H (-0.526, -6.579, -0.395)  0.09
H (-1.595, -7.983, -0.305)  0.09
H (-0.288, -7.877, -1.460)  0.09
H (1.204, -10.052, 2.460)  0.09
H (2.926, -10.278, 2.520)  0.10
H (2.067, -10.386, 0.977)  0.10
C (-3.227, -3.896, 5.150)  -0.05
O (-3.185, -5.315, 4.997)  -0.02
C (-3.136, -6.027, 6.155)  -0.58
O (-2.986, -5.561, 7.294)  0.09
O (-3.094, -7.295, 5.796)  0.00
C (-3.049, -8.308, 6.862)  0.00
H (-3.468, -3.398, 4.211)  0.09
H (-2.217, -3.570, 5.400)  0.09
H (-3.934, -3.578, 5.915)  0.10
H (-4.048, -8.492, 7.258)  0.10
H (-2.311, -8.002, 7.605)  0.09
H (-2.723, -9.244, 6.410)  0.09
C (4.838, 7.134, 0.054)  -0.06
O (6.069, 7.193, 0.797)  -0.03
C (6.141, 7.695, 2.108)  -0.48
O (7.186, 7.557, 2.798)  0.08
O (5.048, 8.360, 2.489)  -0.03
C (4.822, 8.763, 3.795)  -0.06
H (4.990, 7.039, -1.022)  0.09
H (4.223, 8.010, 0.259)  0.09
H (4.328, 6.198, 0.282)  0.08
H (5.440, 9.651, 3.930)  0.10
H (5.111, 8.037, 4.555)  0.10
H (3.822, 9.147, 3.995)  0.10
C (-6.493, -2.465, -3.237)  -0.07
O (-5.784, -3.404, -3.994)  -0.03
C (-6.400, -4.263, -4.880)  -0.58
O (-7.596, -4.483, -4.907)  0.12
O (-5.430, -4.883, -5.502)  0.01
C (-5.689, -5.740, -6.669)  0.01
H (-5.901, -1.562, -3.083)  0.09
H (-6.730, -2.916, -2.274)  0.09
H (-7.496, -2.331, -3.642)  0.09
H (-5.509, -6.797, -6.476)  0.09
H (-5.068, -5.450, -7.517)  0.09
H (-6.756, -5.717, -6.890)  0.09
C (5.653, 1.025, 4.950)  -0.02
C (5.349, -0.479, 5.066)  -0.48
O (5.250, -1.178, 4.079)  0.05
C (5.162, -1.081, 6.432)  -0.02
H (6.577, 1.248, 5.483)  0.09
H (4.865, 1.698, 5.288)  0.08
H (5.830, 1.213, 3.891)  0.07
H (4.662, -2.043, 6.323)  0.08
H (4.561, -0.433, 7.070)  0.09
H (6.136, -1.309, 6.867)  0.09
C (3.130, -4.909, -7.637)  -0.02
C (3.793, -3.528, -7.328)  -0.46
O (3.920, -3.105, -6.175)  0.03
C (4.349, -2.788, -8.500)  -0.03
H (2.256, -4.827, -8.282)  0.08
H (2.882, -5.310, -6.654)  0.07
H (3.813, -5.650, -8.053)  0.08
H (3.661, -2.234, -9.138)  0.09
H (4.842, -3.497, -9.166)  0.08
H (5.051, -2.042, -8.129)  0.08
C (-1.427, 6.321, 8.917)  -0.02
C (-1.836, 6.434, 7.449)  -0.50
O (-2.447, 7.324, 6.929)  0.08
C (-1.162, 5.437, 6.529)  -0.04
H (-2.258, 6.733, 9.489)  0.08
H (-0.513, 6.874, 9.134)  0.09
H (-1.203, 5.304, 9.240)  0.07
H (-1.366, 4.416, 6.851)  0.07
H (-0.095, 5.646, 6.455)  0.08
H (-1.559, 5.518, 5.517)  0.08
C (0.390, 3.485, -7.492)  -0.03
C (-0.305, 2.332, -8.202)  -0.49
O (-0.201, 2.104, -9.391)  0.07
C (-1.225, 1.505, -7.318)  -0.04
H (-0.289, 4.122, -6.925)  0.08
H (0.802, 4.068, -8.316)  0.08
H (1.150, 3.091, -6.817)  0.08
H (-1.471, 0.584, -7.847)  0.08
H (-2.166, 2.013, -7.109)  0.09
H (-0.770, 1.128, -6.402)  0.07
C (-2.864, 7.686, -1.509)  -0.02
C (-4.350, 7.798, -1.961)  -0.48
O (-5.182, 7.023, -1.463)  0.04
C (-4.759, 8.778, -2.930)  -0.04
H (-2.267, 7.196, -2.279)  0.07
H (-2.791, 7.047, -0.629)  0.07
H (-2.322, 8.625, -1.405)  0.07
H (-4.135, 9.672, -2.930)  0.09
H (-5.785, 9.073, -2.711)  0.10
H (-4.652, 8.374, -3.937)  0.10

Summary:
LUMO level: -9.46 eV
HOMO-LUMO gap: 1.52 eV
Net charge: +1

=====

(3)
Below is an isolated molecule of C4H7NO at a distorted geometry, with properties calculated with ωB97M-V with the def2-TZVPD basis set.

Last column: Löwdin charge in e.
Positions of all 13 atoms, in Å:
C (-0.799, -0.109, 1.314)  -0.03
C (-0.127, 0.019, -0.020)  -0.56
C (0.434, 1.377, -0.361)  -0.19
O (0.642, 1.781, -1.481)  0.07
C (0.751, -1.015, -0.569)  -0.06
N (-0.664, -0.706, -1.133)  0.10
H (-1.710, 0.495, 1.331)  0.09
H (-1.071, -1.149, 1.508)  0.09
H (-0.128, 0.227, 2.111)  0.08
H (0.659, 1.999, 0.519)  0.13
H (1.710, -0.693, -0.979)  0.11
H (0.830, -2.033, -0.239)  0.10
H (-0.527, -0.192, -2.002)  0.09

Summary:
SMILES string: C[C@@]1(C=O)CN1
LUMO level: 0.90 eV
HOMO-LUMO gap: 11.06 eV

=====

(4)
Below is the ion C4H13N3 with charge +1 at a distorted geometry, with properties calculated with ωB97M-V with the def2-TZVPD basis set.

Last column: Mulliken spin population.
Positions of all 20 atoms, in Å:
N (-1.214, -0.675, -0.625)  0.79
C (-0.381, 0.121, 0.163)  -0.02
C (1.135, 0.193, -0.289)  0.14
C (1.805, -1.163, -0.621)  0.02
N (1.535, -2.343, 0.317)  0.00
C (-0.814, 1.586, 0.274)  0.01
N (-2.085, 1.727, 0.949)  0.01
H (-2.091, -0.277, -0.949)  -0.02
H (-0.963, -1.658, -0.711)  -0.02
H (-0.267, -0.286, 1.193)  0.10
H (1.740, 0.534, 0.559)  0.00
H (1.236, 0.841, -1.162)  0.00
H (1.297, -1.553, -1.536)  0.00
H (2.812, -1.122, -1.029)  0.01
H (1.780, -1.971, 1.247)  0.00
H (0.538, -2.225, 0.459)  0.00
H (-0.020, 2.157, 0.747)  0.00
H (-0.947, 1.963, -0.765)  -0.01
H (-2.894, 1.532, 0.382)  0.00
H (-2.204, 2.618, 1.399)  0.00

Summary:
LUMO level (spin up / spin down): -3.44 / -8.47 eV
HOMO-LUMO gap (spin up / spin down): 10.28 / 5.24 eV
2S+1: 2
Expectation value of S²: 0.76
Net charge: +1

=====

(5)
Below is an isolated molecule of C10H16O4S at a distorted geometry, with properties calculated with ωB97M-V with the def2-TZVPD basis set.

Last column: Löwdin charge in e.
Positions of all 31 atoms, in Å:
C (2.915, 0.004, 1.044)  -0.26
C (-0.430, -0.496, -1.829)  -0.07
C (-1.142, 0.428, 1.723)  -0.15
C (3.783, -1.010, 1.528)  -0.17
C (-1.399, 1.253, -0.470)  -0.23
C (0.127, 1.023, -0.273)  -0.28
C (-1.784, 0.265, -1.557)  -0.28
C (0.191, 0.124, 0.984)  -0.27
C (3.429, -1.783, 2.740)  -0.17
C (-3.400, 1.565, -2.697)  -0.07
O (1.809, 2.172, 2.051)  -0.51
O (0.648, 0.342, -1.381)  -0.09
O (-2.046, 0.818, 0.665)  -0.07
O (-2.125, 0.901, -2.727)  -0.12
S (1.686, 0.703, 2.117)  0.93
H (3.114, 0.483, 0.139)  0.06
H (-0.288, -1.464, -1.250)  0.14
H (-0.256, -0.699, -2.881)  0.13
H (-1.479, -0.479, 2.356)  0.15
H (-1.096, 1.196, 2.487)  0.11
H (4.510, -1.615, 0.871)  0.13
H (-1.599, 2.342, -0.902)  0.20
H (0.696, 1.974, -0.067)  0.16
H (-2.439, -0.422, -1.137)  0.14
H (0.315, -0.959, 0.865)  0.12
H (2.469, -1.658, 3.191)  0.03
H (4.078, -1.504, 3.654)  0.11
H (3.649, -2.902, 2.535)  0.10
H (-3.449, 2.407, -2.020)  0.08
H (-4.327, 0.889, -2.563)  0.12
H (-3.557, 1.957, -3.632)  0.05

Summary:
LUMO level: 0.67 eV
HOMO-LUMO gap: 9.54 eV